Below is a molecular structure, C22H31Br2N6O5Tm in a non-equilibrium geometry, with properties calculated with wB97M-V/def2-TZVPD.

Structure (XYZ):
```
67
Properties=species:S:1:pos:R:3
Tm 0.457 -0.511 0.663
Br 1.035 -0.444 3.668
Br 3.014 -2.258 1.931
O 0.539 1.791 1.685
O -1.661 -0.139 1.571
O 2.174 -0.563 -0.552
O -0.355 0.684 -0.873
O 0.002 -2.366 1.650
N -3.792 -0.055 0.808
N -0.209 -1.933 -1.017
N 3.929 0.768 -1.080
N -3.256 0.717 2.921
N 2.946 0.791 1.066
N -0.331 -1.216 -2.195
C -1.105 3.027 -4.247
C 0.193 -3.148 -1.134
C 0.244 -4.602 2.339
C -0.905 2.483 -5.507
C -1.224 3.244 1.045
C 0.572 -5.908 2.052
C -0.410 0.076 -2.011
C 0.689 4.067 2.449
C -2.840 0.152 1.745
C -0.540 1.149 -5.635
C 0.337 -4.050 -0.017
C 0.806 -6.311 0.738
C -0.382 0.358 -4.509
C 2.229 -1.971 3.664
C 0.671 -5.386 -0.274
C -0.582 0.899 -3.241
C 1.065 3.503 0.034
C 0.166 -3.615 1.331
C -0.939 2.239 -3.119
C 0.276 3.154 1.296
C -3.433 -0.490 -0.535
C 3.007 0.318 -0.155
H 4.013 0.192 -1.901
H -1.079 2.657 -2.130
H 1.520 1.647 1.620
H 0.421 -3.530 -2.130
H 3.019 -1.775 4.377
H -1.503 4.244 0.712
H -1.498 2.519 0.277
H 1.749 3.934 2.675
H -0.374 0.726 -6.617
H 2.134 3.550 0.249
H -1.771 3.004 1.958
H 3.688 1.455 1.258
H 0.753 4.470 -0.364
H 0.033 -4.297 3.358
H 0.652 -6.627 2.859
H -4.678 0.402 0.927
H 0.816 -5.690 -1.305
H -1.388 4.066 -4.139
H 1.084 -7.333 0.519
H -4.322 -0.869 -1.033
H -2.695 -1.287 -0.466
H 4.789 1.162 -0.739
H 0.897 2.739 -0.724
H 1.646 -2.848 3.913
H 0.117 3.827 3.346
H -4.221 0.659 3.196
H -2.575 0.693 3.661
H -1.029 3.099 -6.389
H -3.006 0.323 -1.125
H 0.521 5.112 2.186
H -0.099 -0.681 -4.587
```

The value obtained for the frontier orbital gap (spin up / spin down) is 7.54 / 7.54 eV. The calculation puts the molar mass at 788.27 g mol⁻¹. Its total energy is -212116.292 eV. The expectation value of S² is 2.00. The multiplicity is 3. As for the LUMO energy (spin up / spin down): 0.4 / 0.4 eV.

Mulliken population analysis, charges in e, atoms 1 to 4: -0.148, 0.008, -0.077, -0.034

---

Below is C22H31N3O2 in the gas phase, with properties calculated with wB97M-V/def2-TZVPD.

Structure (XYZ):
```
58
Properties=species:S:1:pos:R:3
O 2.110 0.756 -0.486
O 1.672 2.754 2.547
N 2.056 -0.773 1.185
N -2.105 0.747 -0.037
N 3.024 0.998 3.042
C -0.796 1.142 0.046
C 5.139 3.873 0.361
C 0.002 -0.930 4.407
C -3.223 1.649 -0.208
C 1.449 0.034 0.252
C 3.503 -0.731 1.286
C -2.187 -0.628 -0.008
C 0.805 0.687 6.150
C 0.879 -0.265 3.347
C 4.686 2.381 0.339
C 4.008 0.066 2.517
C 2.071 0.428 4.010
C -0.411 2.581 0.030
C -0.028 0.004 0.164
C 1.333 -1.315 2.332
C 1.644 1.409 5.100
C -0.417 0.041 5.505
C 4.161 4.041 1.498
C 3.767 2.766 1.494
C -3.482 -1.355 -0.133
C 2.721 2.152 2.370
C -0.918 -1.112 0.131
H 3.870 -0.279 0.369
H 2.001 -2.031 2.822
H -0.789 3.108 0.910
H 0.670 2.669 0.032
H -3.065 2.551 0.379
H 0.559 -1.762 4.859
H 3.861 4.892 2.095
H -0.875 -1.368 3.923
H 3.886 -1.754 1.341
H 4.263 -0.616 3.328
H 5.484 1.671 0.560
H 2.644 -0.360 4.518
H 6.189 4.030 0.611
H -0.655 -2.158 0.150
H -4.136 1.171 0.137
H 0.467 -1.881 1.998
H 0.499 1.389 6.928
H -3.994 -1.127 -1.071
H -0.796 3.080 -0.863
H 2.538 1.851 5.548
H -3.294 -2.427 -0.109
H -3.350 1.932 -1.256
H -1.050 0.823 5.072
H 4.159 2.065 -0.558
H 4.922 0.597 2.262
H 0.291 0.493 2.819
H -4.168 -1.121 0.686
H 1.405 -0.088 6.642
H 4.902 4.434 -0.545
H 1.065 2.218 4.659
H -1.019 -0.478 6.255
```

The value obtained for the frontier orbital gap is 8.58 eV. The calculation puts the molar mass at 369.51 g mol⁻¹. Its total energy is -31882.569 eV. Its SMILES is Cc1cc(C(=O)N2CCN(C(=O)C3=CCC3)[C@H]3CCCC[C@@H]3C2)c(C)n1C. As for the LUMO energy: 0.8 eV.

Mulliken population analysis, charges in e, atoms 1 to 4: -0.649, -0.614, 0.364, 0.192

---

Below is C22H31N5O2S in the gas phase in a non-equilibrium geometry, with properties calculated with wB97M-V/def2-TZVPD.

Structure (XYZ):
```
61
Properties=species:S:1:pos:R:3
S 2.769 -4.136 1.003
O 1.727 0.088 -3.125
O -2.015 2.285 -2.684
N -1.419 -1.315 -2.425
N 0.269 2.264 0.201
N 0.134 -2.449 -1.134
N 0.215 2.472 -3.033
N -0.445 -0.546 -2.934
C -2.473 3.496 0.512
C 2.372 -2.065 -1.049
C -1.142 -2.218 -1.570
C 0.895 -0.652 -2.615
C 0.187 -4.315 0.658
C 1.211 -4.853 1.375
C -1.505 3.161 1.643
C -0.967 1.849 -3.112
C 1.567 2.461 -0.417
C 1.186 -1.682 -1.646
C 0.152 0.951 0.801
C -1.421 -0.707 1.845
C -0.052 3.286 1.178
C -1.292 0.679 1.220
C -1.737 1.757 2.207
C 0.387 3.706 -2.300
C -0.892 0.490 -3.841
C 2.032 -3.086 -0.151
C 1.601 3.657 -1.375
C 1.224 -5.286 3.827
C 0.650 -3.309 -0.216
C 1.130 -5.902 2.429
H 0.412 -4.580 3.985
H 1.645 4.595 -0.820
H 2.168 -4.758 3.943
H 0.622 3.215 2.056
H -2.372 4.543 0.231
H 1.049 1.970 -3.315
H 1.164 -6.062 4.585
H 0.469 0.205 0.067
H 0.093 4.267 0.724
H 0.816 0.849 1.684
H -0.808 -0.779 2.742
H -1.943 -2.822 -1.179
H -1.161 1.646 3.131
H 2.366 2.587 0.339
H -2.279 2.888 -0.366
H -1.659 3.884 2.454
H -0.527 3.860 -1.724
H -2.792 1.625 2.453
H -3.500 3.329 0.831
H 0.184 -6.437 2.326
H -1.893 0.216 -4.174
H 0.505 4.536 -3.008
H 2.514 3.582 -1.969
H 3.338 -1.649 -1.247
H -0.198 0.548 -4.682
H -1.096 -1.479 1.152
H -0.837 -4.628 0.754
H 1.946 -6.616 2.298
H 1.799 1.558 -0.987
H -2.455 -0.904 2.119
H -1.918 0.731 0.326
```

The value obtained for the frontier orbital gap is 8.51 eV. The calculation puts the molar mass at 429.59 g mol⁻¹. Its total energy is -45698.859 eV. Its SMILES is CCc1cc2c(cc3c(=O)n(CC(=O)NCCCN4C[C@@H](C)C[C@H](C)C4)ncn32)s1. As for the LUMO energy: 0.3 eV.

Mulliken population analysis, charges in e, atoms 1 to 4: -0.275, -0.768, -0.676, -1.077

---

What relative energy (zero: lowest compared OMol25 entry of this formula, charge and spin) values result from the calculations? In sequence: 34.70; 41.21; 13.00 kcal per mole.